This record from the Open Molecules 2025 dataset describes a structure of composition C40H51IrN4O3Si4Te at a distorted geometry. The level of theory is the ωB97M-V functional and the def2-TZVPD basis.

Its largest force on an atom is 0.022 hartree/bohr. For the HOMO-LUMO gap (spin up / spin down), the calculation gives 4.3 / 4.3 eV. The value obtained for the energy above the lowest of the compared OMol25 structures with the same formula, charge and spin is 0.0 kJ/mol. The highest occupied orbital energy (spin up / spin down) comes out at -8.89 / -8.86 eV.

Structure (ORCA input):
```
! RIJCOSX wB97M-V def2-TZVPD def2/J DEFGRID3
* xyz 1 2
H -0.70 -0.30 -4.69
H 5.08 -2.80 2.75
C -1.42 -2.84 -3.73
H -3.41 -8.08 -0.86
Si 0.95 3.51 0.05
H -1.90 -6.46 2.79
H 2.14 0.24 2.06
C -2.92 -7.28 -0.33
Ir 0.57 -0.87 -0.54
H -1.91 -2.28 6.60
C -2.11 -6.36 1.73
C -3.44 1.41 -2.58
H 2.72 1.99 -2.71
H 4.89 5.11 -0.84
Te -0.26 1.34 0.53
C 4.26 -2.38 2.18
H -2.16 5.54 -0.08
H -1.71 4.71 2.14
C 3.79 -3.03 1.06
H 1.80 3.91 4.35
H 0.42 6.87 1.50
C -2.47 -3.95 3.72
C -2.36 1.07 -4.69
C -1.02 -4.11 1.71
H 1.18 6.76 3.08
H 0.51 6.86 -0.84
H 0.08 -5.88 -4.17
H 0.21 -3.91 0.27
H -2.80 5.10 -1.67
H -1.22 3.26 3.00
N -0.73 -1.08 -2.14
C 0.74 -4.39 -2.80
C 2.63 -0.69 1.80
C 4.15 2.11 0.31
C -3.34 1.70 -3.94
H -1.07 4.84 3.78
H -2.68 0.25 -0.94
H -3.03 -8.28 1.57
H -0.62 2.64 -2.98
C -1.48 0.17 -4.10
H -4.02 2.40 -4.40
H 0.16 -1.67 5.40
H 2.15 6.52 1.62
Si 3.17 3.35 -0.68
H 0.65 3.70 -3.59
C 2.74 -2.48 0.34
Si 0.77 4.51 2.17
H 4.14 2.36 1.38
H -2.66 -6.06 -2.09
H -2.26 1.29 -5.75
H 3.96 5.30 0.65
H -3.61 -3.70 5.51
C -3.54 -1.56 1.57
C -0.33 -2.80 3.66
H -3.24 -4.53 3.23
H 1.89 2.55 3.22
O -2.64 -0.83 1.68
H -1.84 -4.50 -4.97
C 0.48 -3.10 -2.28
H 2.83 3.70 -3.11
H 4.00 -0.65 3.44
C 1.98 3.64 3.31
H -2.48 3.84 -0.48
C 0.37 6.33 -1.78
C -0.58 -2.27 -2.73
H 4.30 2.77 -2.79
H 3.28 5.83 -0.89
H 1.58 -4.95 -2.42
H -2.27 -2.28 -4.10
C -1.69 -5.21 1.04
H 4.20 -3.97 0.71
C -0.09 -4.89 -3.76
C 3.89 5.06 -0.42
H -4.21 1.88 -1.99
H -1.59 -4.22 -0.89
C -0.34 3.69 -3.14
C 1.17 6.33 2.08
C -0.56 -2.31 4.93
H 0.58 -2.55 3.13
C 3.26 2.91 -2.49
H 1.33 6.28 -2.29
C -2.50 -6.15 -1.02
N 2.20 -3.19 -0.72
C -1.18 -4.10 -4.21
C -2.58 0.50 -1.99
C -1.59 -0.13 -2.74
C -1.74 -2.66 5.60
N 1.21 -2.53 -1.25
H 3.75 1.11 0.18
O -0.12 -3.43 1.06
H -0.30 6.94 -2.40
H 5.19 2.11 -0.02
C 3.66 -1.19 2.57
N 2.18 -1.30 0.70
C -2.11 4.79 -0.88
C -2.69 -3.47 4.99
C -2.72 -7.38 1.04
H -1.05 4.12 -3.85
C -0.97 4.31 2.83
C -1.88 -5.12 -0.34
H 3.01 3.91 3.06
O -4.43 -2.29 1.46
Si -0.37 4.63 -1.54
C -1.28 -3.64 3.05
*
```